Entry from the Open Molecules 2025 dataset: a molecular structure, C34H31AsN3OPPdS in a non-equilibrium geometry (ωB97M-V with the def2-TZVPD basis set).

```
73
Properties=species:S:1:pos:R:3:forces:R:3:lowdin_charge:R:1
C 2.2370 2.1068 -3.4182 0.39 1.08 0.38 -0.375
H 4.2447 1.4994 -3.0435 0.07 -0.09 0.06 0.108
N -0.6740 1.9987 -3.8731 0.97 -1.75 0.47 -0.065
O 1.9151 0.9157 -3.7580 -0.54 -1.25 0.62 -0.164
H -2.2847 -3.6572 4.4859 -0.06 0.06 -0.01 0.104
H -0.7022 0.4797 4.9000 -0.04 0.04 0.02 0.105
H -3.5612 2.6785 -1.3395 -0.08 0.03 -0.05 0.105
C -2.6342 2.5125 -0.8117 -0.05 0.09 0.07 -0.077
C -0.9572 3.2242 0.7420 0.09 0.06 0.09 -0.082
H -0.6347 4.0408 -3.7015 -0.10 -0.14 -0.09 0.129
C -2.8235 -3.6062 3.5452 0.26 -0.04 0.11 -0.134
S -1.9832 -0.7503 -4.1241 1.34 0.09 1.01 0.584
P 0.0381 -0.5039 -0.8368 1.10 0.63 0.43 1.008
H 1.1595 5.3375 -3.1399 -0.05 0.10 0.07 0.106
H -2.3282 0.5837 -1.6882 0.03 0.14 -0.01 0.052
C -0.0552 3.1142 -3.6816 -0.61 -0.19 -0.30 -0.073
C 1.9455 -1.6003 5.1602 0.08 0.10 0.06 -0.091
C 2.6636 0.0984 0.2321 -0.07 0.01 0.04 -0.079
C 1.3418 3.2294 -3.4127 0.44 -0.60 0.12 -0.150
H -1.4250 -1.5036 0.8132 0.10 0.10 0.08 0.073
C -4.1976 -3.4437 3.5473 -0.07 -0.01 0.05 -0.085
C 4.6233 -0.9268 -0.7011 0.03 0.03 -0.02 -0.084
Pd 0.1358 -0.0378 -3.1406 -2.08 0.93 -2.07 0.543
C -4.2070 -3.5162 1.1540 -0.10 -0.01 -0.07 -0.084
H -5.9614 -3.2356 2.3486 -0.07 -0.01 0.00 0.101
C 0.2872 -2.5128 3.6611 -0.04 -0.15 -0.07 -0.418
C -2.8329 -3.6800 1.1561 0.23 -0.03 -0.07 -0.131
As -0.1699 -3.9178 2.3623 0.11 0.20 -0.06 1.296
H -4.7420 -3.4907 0.2155 -0.04 0.00 -0.06 0.104
C -0.0755 -0.3864 4.7382 -0.07 0.12 0.03 -0.082
H -2.3120 -3.7992 0.2138 -0.01 0.06 -0.06 0.097
C 3.1480 4.6916 -2.7204 -0.07 0.22 0.05 -0.106
H 5.6886 -1.0994 -0.6690 0.11 -0.01 -0.04 0.103
H -2.6676 4.3943 0.2177 -0.07 0.06 0.02 0.103
C 3.8483 -1.5253 -1.6824 0.16 -0.04 0.04 -0.075
C -2.6155 0.8636 -4.2613 0.91 0.42 0.32 -0.897
C 1.5120 -2.6067 4.3140 0.01 -0.28 -0.17 -0.130
H -4.3505 1.8334 -4.6582 0.00 -0.07 -0.08 0.096
H 0.0619 -0.8511 1.5450 -0.08 0.06 -0.23 0.071
H -1.4805 -1.3194 3.4292 0.02 0.05 -0.02 0.099
C 1.8724 -0.5053 -0.7364 -0.22 -0.11 -0.14 -0.380
H 2.2224 0.7278 0.9883 -0.02 0.00 0.11 0.085
H -0.0441 -3.4179 -0.1419 0.03 -0.03 0.09 0.059
N -1.9717 1.9914 -4.1802 -1.18 0.88 -0.53 -0.021
H 3.5056 5.6746 -2.4538 -0.02 0.10 0.00 0.095
C 0.2760 -2.8416 0.7323 -0.10 -0.15 0.13 -0.430
N -3.9578 0.9348 -4.4309 -0.45 -0.01 -0.04 0.055
C -1.9306 1.3426 -1.0214 -0.04 -0.22 0.15 -0.142
C 1.1563 -0.4802 5.3629 0.08 0.02 0.07 -0.091
H 5.0445 3.7580 -2.3710 0.06 -0.07 -0.02 0.101
H 4.3188 -2.1622 -2.4187 -0.05 -0.01 -0.08 0.108
C -4.8908 -3.3805 2.3495 -0.10 0.00 0.01 -0.090
C 2.4841 -1.3028 -1.7111 -0.17 -0.19 -0.09 -0.147
H -4.4303 0.0963 -4.7180 -0.11 0.14 -0.03 0.070
C -0.3349 -1.4565 0.7223 -0.26 -0.19 -0.66 -0.384
C -0.7171 1.1052 -0.3708 -0.13 -0.24 -0.29 -0.348
C -0.5078 -1.3977 3.8988 -0.21 -0.02 -0.04 -0.138
C 1.8413 4.4991 -3.0920 0.05 0.06 0.03 -0.060
C 4.0337 -0.0985 0.2384 0.05 0.06 0.10 -0.078
C 3.5828 2.3526 -3.0353 -0.10 -0.03 -0.01 -0.018
H -4.7300 -3.3624 4.4845 -0.01 0.00 0.06 0.103
C -2.1375 3.4663 0.0626 -0.09 0.00 -0.07 -0.080
H 1.8677 -1.7581 -2.5008 0.38 0.15 0.42 0.083
H 4.6379 0.3947 0.9871 0.04 -0.01 0.04 0.105
H 2.8988 -1.6864 5.6615 0.07 -0.02 0.02 0.101
C 4.0185 3.5998 -2.6773 0.05 0.00 -0.09 -0.090
H 2.1298 -3.4844 4.1540 0.03 0.04 0.03 0.090
C -2.1175 -3.6911 2.3482 0.08 -0.04 -0.01 -0.433
C -0.2496 2.0531 0.5314 0.13 -0.08 -0.01 -0.077
H 1.3681 -2.7717 0.6838 -0.12 -0.14 0.09 0.059
H 1.4960 0.3142 6.0120 0.02 0.04 0.06 0.101
H 0.6682 1.9055 1.0750 0.11 -0.04 0.04 0.083
H -0.5776 3.9492 1.4472 0.04 0.09 0.02 0.104
```
Positions in Å, forces in eV/Å.

HOMO energy (alpha / beta), eV: -7.301 / -7.305
2S+1: 1
Max |F|, eV/A: 3.1
Charge: 0
Molecular weight, g/mol: 742.0
Orbital gap (alpha / beta), hartree: 0.21529 / 0.21382

=====

Entry from the Open Molecules 2025 dataset: 4 unconnected molecules or ions with the total composition C3H13NO4 in a non-equilibrium geometry (ωB97M-V with the def2-TZVPD basis set).

```
21
Properties=species:S:1:pos:R:3:forces:R:3:nbo_charge:R:1
H -1.3523 0.6791 -0.0752 -0.03 0.22 0.56 0.505
C -1.5871 -0.7606 2.6093 0.88 -0.83 0.07 -0.607
H 1.5955 -0.3058 0.5954 0.55 -0.47 0.04 0.251
H 1.2537 -1.2594 -0.8089 -0.04 -0.74 0.10 0.305
O 0.7753 1.0026 -2.7705 -0.96 -0.50 0.49 -1.139
C 1.0850 -1.2237 0.2753 0.66 1.87 0.58 -0.536
O -1.3208 0.9303 0.8896 0.09 -0.71 0.30 -0.666
H 0.4934 1.8000 -3.2247 -0.12 -0.06 -0.04 0.455
C -0.6374 -0.1568 1.5504 -0.89 2.76 1.47 0.132
H -0.2425 0.3903 -1.9392 0.89 1.24 -0.93 0.518
O 2.4910 0.9909 -1.0040 0.07 0.40 0.39 -1.021
O -0.9946 -0.0734 -1.3286 0.72 -1.24 0.01 -0.854
H -1.0148 -0.9669 3.5165 0.17 -0.39 -0.17 0.214
H -2.3692 -0.0999 2.9661 -0.15 0.28 -0.75 0.253
H -0.7415 -1.0030 -1.3880 -0.71 -0.09 -0.35 0.488
H 1.8331 1.1964 -1.7664 0.02 -0.53 -0.09 0.504
H 1.4516 -2.1213 0.8054 0.00 -0.06 -0.22 0.299
H 2.4327 1.7782 -0.4525 0.20 -0.02 0.05 0.449
N -0.2602 -1.1124 0.6015 -1.09 -0.90 -1.72 0.064
H -1.9460 -1.6917 2.1731 -0.53 0.01 0.42 0.225
H 0.2158 0.3152 2.0528 0.29 -0.24 -0.21 0.163
```
Positions in Å, forces in eV/Å.

HOMO energy, eV: -9.065
2S+1: 1
Max |F|, eV/A: 3.3
Charge: 0
Molecular weight, g/mol: 127.1
Energy above the lowest of the compared OMol25 structures with the same formula, charge and spin, kJ/mol: 686.68
Orbital gap, hartree: 0.18459

=====

Entry from the Open Molecules 2025 dataset: a molecular structure, C25H33BO3S2 in a non-equilibrium geometry (ωB97M-V with the def2-TZVPD basis set).

```
64
Properties=species:S:1:pos:R:3:forces:R:3:nbo_charge:R:1
H 0.5969 5.7032 2.6365 -0.32 -0.06 -0.25 0.214
O -1.0408 2.8878 3.1079 -2.00 1.43 -1.70 -0.703
O -2.7756 4.1511 1.9655 0.23 -2.46 0.43 -0.701
C -2.9628 -3.1042 3.1932 1.22 0.13 -0.58 -0.204
C -1.6168 -2.9474 3.4571 -0.82 -1.04 -0.29 -0.273
H -3.4840 -3.5081 1.1548 0.09 -0.42 0.32 0.216
H -0.3963 -2.7156 -0.2620 0.09 0.12 0.16 0.208
C -2.7333 0.6396 8.0150 -0.53 -0.55 0.03 -0.278
C -0.3021 4.3196 4.7204 -0.02 0.39 0.26 -0.623
H -2.1996 -1.1869 0.2974 0.18 0.07 0.34 0.202
C -2.5048 -1.3946 4.9482 0.16 -1.40 -2.38 -0.232
H -4.3109 4.8829 4.2825 0.30 -0.35 -0.41 0.218
C -3.2572 4.5874 4.4085 -0.54 -0.44 0.55 -0.646
H 0.5393 3.6312 4.6494 0.04 0.00 0.10 0.226
H -0.8727 -3.4657 2.8514 -0.09 0.00 0.51 0.224
H 1.5364 -3.9067 0.5548 0.07 0.17 0.25 0.216
H -3.6645 1.8964 0.7264 -0.71 -0.88 -0.10 0.218
H -0.4418 5.0890 1.3084 0.05 -0.11 0.35 0.223
H -1.9851 2.1793 1.2591 -0.04 0.07 -0.37 -0.090
H 2.5890 -3.2520 1.8405 -0.16 0.02 -0.12 0.220
C 0.1690 -0.0029 2.4476 -0.14 -0.20 -0.28 -0.167
H 0.0975 5.2807 5.0153 -0.07 0.39 0.13 0.205
C -4.0762 0.8686 0.8160 1.11 -1.31 1.53 -0.242
C -1.3669 -2.0723 4.5149 -0.07 1.65 1.43 -0.232
H 2.7421 -2.7094 0.1728 -0.14 0.20 0.15 0.224
H -2.9238 5.2605 5.2096 0.29 0.01 -0.34 0.216
C -1.2549 -1.0868 0.8369 -0.22 0.32 0.49 -0.199
H -3.2241 3.5977 4.8683 0.03 -0.22 -0.43 0.233
C -2.7469 -0.2938 5.8088 -0.66 -0.57 5.08 -0.166
H 0.3037 0.7918 3.1753 0.05 -0.18 0.04 0.235
H -3.5625 6.6155 3.1793 0.11 -0.04 -0.53 0.218
C -2.5567 6.2773 2.9094 1.06 1.62 0.15 -0.610
C -4.1077 0.4827 7.8994 1.88 0.30 -0.26 -0.187
S -3.9073 -2.0062 4.0805 0.65 -0.27 0.26 0.450
C -1.9729 0.0534 6.9516 -0.86 0.49 -1.30 -0.211
H -2.2596 6.5715 1.8928 -0.28 -0.01 0.30 0.221
C -2.4085 4.8168 3.1407 0.56 1.36 2.22 0.210
H -0.9022 -0.1670 7.0553 -0.47 0.37 -0.33 0.222
O -3.4108 0.2634 2.0826 -2.30 1.11 -1.80 -0.642
C 1.2114 -0.8586 2.0901 -0.55 -0.46 -0.01 -0.241
H -4.7292 1.3554 9.7689 0.24 -0.10 -0.01 0.225
H -5.5929 1.9124 8.3533 -0.11 0.16 -0.02 0.225
B -1.9990 3.0007 2.1047 0.31 -1.67 -0.57 0.957
H -4.5268 -4.2933 2.3549 0.16 -0.15 -0.11 0.220
H -5.9488 0.3414 9.0100 -0.01 -0.17 0.00 0.224
C -5.1366 1.0374 8.8124 -0.50 0.21 -0.06 -0.638
H -2.8609 -4.9232 2.1282 -0.35 0.28 -0.28 0.224
C -2.2658 0.5943 2.6257 1.39 -1.24 -0.89 0.357
H -3.8125 0.2137 -0.0460 -0.32 0.67 0.56 0.192
C -1.1102 -0.1554 1.8989 -0.03 0.33 -0.32 -0.156
H 2.1812 -0.7470 2.5537 0.11 -0.04 0.09 0.209
C -0.2277 -1.9579 0.5036 -0.05 0.07 0.47 -0.234
C 2.0146 -2.9975 0.9431 0.21 -0.20 -0.16 -0.640
H 0.8038 4.0634 2.0623 -0.33 0.06 0.13 0.229
H -1.8873 6.7951 3.6218 -0.19 0.00 -0.34 0.210
S -4.4722 -0.2836 6.4209 0.69 0.76 -0.71 0.392
H -2.3023 1.1135 8.8947 0.05 -0.16 -0.19 0.215
H -0.3980 -1.8947 5.0127 -0.50 -0.04 -0.65 0.224
C 0.0415 4.8288 2.2612 0.29 0.60 0.54 -0.653
C -0.9418 4.3079 3.3541 1.36 0.29 0.19 0.226
C -3.4894 -4.0199 2.1374 -0.30 0.21 -0.08 -0.636
H -0.9872 3.9423 5.4825 0.12 0.04 -0.09 0.226
C 0.9810 -1.9353 1.2162 0.06 0.63 -0.50 0.015
H -5.1338 0.8012 1.1197 0.52 0.24 -0.58 0.214
```
Positions in Å, forces in eV/Å.

HOMO energy, eV: -6.925
2S+1: 1
Max |F|, eV/A: 5.2
Charge: 0
Molecular weight, g/mol: 456.5
Energy above the lowest of the compared OMol25 structures with the same formula, charge and spin, kJ/mol: 80.82
Orbital gap, hartree: 0.26031